Entry 1:
# C36H32NO3P2V

A structure of composition C36H32NO3P2V in a non-equilibrium geometry (ωB97M-V/def2-TZVPD, the OMol25 dataset).

Positions of all 75 atoms, in Å:
H -4.91 6.80 1.50
H 0.86 -3.49 3.65
H -4.16 0.43 0.51
C -4.04 6.16 1.36
H 0.49 -5.76 4.50
H 2.65 0.49 -0.25
H 2.24 -3.65 0.70
H 1.37 0.14 2.51
C -0.36 -2.14 -0.44
C 0.02 -5.45 3.57
C 1.64 -1.78 1.57
H 3.78 0.59 2.73
C 2.09 -0.59 2.15
C -1.07 0.79 -3.31
H 1.75 5.71 1.62
C -1.65 5.81 1.41
O 2.47 2.96 1.44
H -2.90 -0.26 -0.53
H 3.66 -2.22 -4.24
P 0.12 -0.56 -1.24
C 0.45 4.13 0.98
C -0.87 -0.46 -2.75
C 2.13 -1.50 -2.94
C 2.58 -2.72 1.14
H 4.65 -3.21 0.95
C 3.44 -1.64 -3.36
C 3.93 -2.48 1.29
C -1.17 -4.65 1.20
C 2.86 -0.12 -1.11
H -2.92 -0.08 -6.01
H -0.63 1.67 -2.86
C -0.34 6.26 1.64
C -1.42 -1.59 -3.38
C -4.22 4.84 0.92
H -1.26 -2.57 -2.96
H -1.95 1.92 -4.91
H 5.43 -1.09 1.96
H -3.28 3.00 0.37
C -2.79 6.64 1.60
C -3.15 4.01 0.73
H -1.42 -2.29 -0.65
C -0.78 -6.34 2.86
C 3.45 -0.34 2.29
H 4.96 0.23 -0.98
C 0.72 5.42 1.44
O 1.32 2.45 -0.41
C -0.36 -3.75 1.90
H -5.23 4.48 0.72
H -2.63 7.66 1.93
H 5.49 -1.13 -2.98
H 0.18 -2.98 -0.89
C -3.19 -0.05 0.50
C -1.81 0.93 -4.48
C 4.36 -1.28 1.86
H 1.34 -1.98 -3.52
C 1.55 3.12 0.68
C -2.35 -0.19 -5.10
C -2.15 -1.45 -4.55
H -1.99 -6.62 1.12
C -1.84 4.48 0.97
N -0.77 3.66 0.77
H -0.18 7.28 1.99
C 1.83 -0.75 -1.80
H -1.64 -4.36 0.27
V -0.36 1.57 0.15
P -0.15 -2.01 1.40
O -2.19 0.85 1.03
C 4.17 -0.26 -1.53
H -2.57 -2.32 -5.03
H -3.20 -0.97 1.08
H -0.94 -7.34 3.24
H -2.43 1.12 1.93
C -1.37 -5.94 1.68
C 4.47 -1.03 -2.65
C 0.22 -4.17 3.10

Summary:
HOMO level (alpha / beta): -10.72 / -10.76 eV
electronic energy: -3298.09121 Ha
total charge: +1
spin multiplicity: 4
largest force on an atom: 1.01 eV/A
HOMO-LUMO gap (alpha / beta): 7.71 / 7.68 eV
energy relative to the best compared isomer or geometry (same formula, charge and spin): 0.860 eV
LUMO energy (alpha / beta): -3.0 / -3.1 eV

=====

Entry 2:
# C36H33ClN5O5STi

A structure of composition C36H33ClN5O5STi in a non-equilibrium geometry (ωB97M-V/def2-TZVPD, the OMol25 dataset).

Positions of all 82 atoms, in Å:
H -1.89 -3.00 6.20
C 4.05 1.84 3.05
H 3.86 -0.74 1.26
N 2.50 -1.58 -0.07
H 4.46 2.86 1.22
H -6.02 2.74 -1.05
H -3.73 1.91 1.26
H 3.33 0.66 4.74
H -3.16 -2.93 4.06
C 2.83 2.71 -2.49
H 3.23 3.48 -3.13
C 2.46 1.74 -0.32
C 4.85 -2.10 -0.03
C 1.07 -2.68 -1.61
N -0.12 -2.23 2.86
H -1.43 -0.40 -2.89
Ti 0.53 -0.34 0.52
S -2.35 -2.67 1.40
C 1.92 -4.18 -3.30
H -6.71 1.20 -4.39
C -3.84 2.71 0.53
N 1.59 0.81 -0.85
C 0.85 -3.51 -2.71
H 4.89 2.28 3.58
H -6.79 2.91 -3.93
H 1.75 -4.84 -4.14
C -1.35 1.28 2.54
C 3.20 -4.04 -2.78
C 3.80 2.18 1.75
C -3.02 1.04 -2.78
H 4.03 -4.58 -3.22
C -0.79 2.72 2.46
H -2.22 -0.05 -4.45
H 0.84 -0.03 -2.56
N 0.02 -2.01 -0.92
H -2.94 3.33 0.61
H 0.61 -2.69 6.10
H 3.64 3.51 -0.69
C -1.39 -2.80 5.26
C -2.09 -2.75 4.08
C -4.25 1.15 -3.43
C -1.48 -2.51 2.83
C 1.46 0.77 -2.17
C 2.06 1.66 -3.04
O -0.97 2.54 -0.48
H -0.84 -1.99 -1.44
H 5.59 -3.53 -1.51
Cl 0.16 3.13 3.92
C 2.36 -2.47 -1.11
C -5.17 2.26 -1.54
C 3.19 0.94 3.70
C 2.11 0.44 3.00
H -7.49 1.68 -2.88
H 1.93 1.55 -4.11
C -5.34 1.76 -2.82
C -1.87 0.38 -3.51
C 3.75 -1.43 0.43
H 1.38 -0.17 3.49
H -0.16 -3.64 -3.09
H -0.20 -2.48 -0.03
H -4.35 0.75 -4.43
C -1.52 1.48 -0.79
C 2.72 1.58 1.06
O -0.73 0.35 1.93
N 1.88 0.70 1.71
H -1.09 1.12 -3.72
C 0.58 -2.34 4.01
O 0.62 -1.93 1.79
O -2.41 1.15 3.16
H -1.62 3.42 2.46
C 0.00 -2.62 5.21
C -6.65 1.89 -3.55
C -3.96 2.17 -0.87
O -1.07 0.31 -0.58
H -4.71 3.32 0.79
C 3.45 -3.19 -1.69
C -2.87 1.55 -1.49
H 5.82 -1.92 0.43
H 1.65 -2.20 3.90
H -0.17 2.86 1.58
C 3.04 2.73 -1.14
C 4.73 -2.99 -1.12

Summary:
HOMO level (alpha / beta): 0.54 / -2.22 eV
electronic energy: -3749.66807 Ha
total charge: -2
spin multiplicity: 4
largest force on an atom: 1.57 eV/A
HOMO-LUMO gap (alpha / beta): 3.76 / 6.52 eV
energy relative to the best compared isomer or geometry (same formula, charge and spin): 0.815 eV
LUMO energy (alpha / beta): 4.3 / 4.3 eV

=====

Which of these has the highest largest force on an atom?
C36H33ClN5O5STi